1.
51
Properties=species:S:1:pos:R:3 method="wB97M-V/def2-TZVPD" e_tot_ev=-35360.233 total_charge=0 e_above_lowest_kj_mol=171.6 orbital_gap_ev=10.21 spin_multiplicity=1
O -10.251 6.281 -17.634
H -10.847 5.602 -17.949
H -10.823 7.012 -17.400
O -15.734 8.395 -18.048
H -16.631 8.074 -17.961
H -15.454 8.573 -17.150
O -11.475 10.200 -16.779
H -10.667 10.260 -17.289
H -11.822 9.331 -16.981
O -15.078 8.269 -15.542
H -15.731 7.584 -15.394
H -14.588 8.314 -14.722
O -12.218 11.001 -19.545
H -12.860 10.302 -19.668
H -12.395 11.339 -18.668
O -8.994 10.196 -17.930
H -8.432 10.748 -17.386
H -9.025 10.645 -18.775
O -7.121 5.776 -21.527
H -8.022 6.042 -21.707
H -7.093 4.848 -21.763
O -12.784 7.875 -17.559
H -13.725 7.766 -17.417
H -12.595 7.342 -18.332
O -8.912 8.125 -12.628
H -8.724 7.713 -11.785
H -8.280 7.735 -13.232
O -12.463 4.279 -19.057
H -13.271 4.704 -19.346
H -11.906 4.268 -19.836
O -7.725 1.642 -18.731
H -7.366 2.488 -18.999
H -6.962 1.133 -18.457
O -7.420 7.908 -18.163
H -8.100 8.569 -18.033
H -7.838 7.082 -17.921
O -12.376 10.877 -14.149
H -11.502 10.815 -13.762
H -12.292 10.448 -15.000
O -4.864 6.590 -18.586
H -5.537 7.203 -18.293
H -4.234 6.562 -17.866
O -9.558 7.233 -20.716
H -9.037 7.029 -19.940
H -10.465 7.184 -20.416
O -12.787 7.117 -20.404
H -13.389 6.413 -20.645
H -13.319 7.912 -20.442
O -10.914 3.169 -21.524
H -11.337 3.238 -22.380
H -11.019 2.250 -21.277



2.
51
Properties=species:S:1:pos:R:3 method="wB97M-V/def2-TZVPD" e_tot_ev=-35348.639 total_charge=+1 e_above_lowest_kj_mol=27.1 s2=0.76 orbital_gap_ev="10.04 / 4.03" spin_multiplicity=2
O 2.145 -1.448 3.621
H 2.054 -2.391 3.584
H 1.287 -1.089 3.316
O -0.067 0.912 -0.349
H -0.664 0.223 -0.639
H 0.362 0.628 0.551
O 4.456 0.868 -2.605
H 4.032 1.644 -2.244
H 4.039 0.131 -2.165
O -0.871 -1.974 -0.088
H -0.533 -2.461 -0.881
H -0.417 -2.277 0.695
O -0.808 3.956 0.582
H -0.749 3.208 -0.022
H -0.019 4.443 0.326
O -1.151 -0.765 -2.801
H -1.689 -0.111 -3.171
H -1.521 -1.667 -2.606
O 1.463 2.489 4.443
H 1.656 3.446 4.602
H 0.696 2.323 5.007
O 4.149 -2.239 -0.217
H 4.947 -1.667 -0.281
H 4.041 -2.038 0.714
O -1.090 1.642 2.608
H -0.817 2.224 1.904
H -0.654 2.118 3.329
O 1.951 0.802 2.193
H 1.910 1.405 2.972
H 2.806 0.411 2.098
O -2.240 -3.551 -1.947
H -2.770 -3.212 -1.235
H -2.930 -4.137 -2.361
O 1.507 0.978 -1.942
H 1.611 1.623 -2.660
H 0.625 0.525 -2.170
O -4.834 -2.400 -1.014
H -4.026 -2.271 -0.514
H -5.266 -1.609 -0.611
O 1.727 -1.858 -1.589
H 2.377 -1.613 -2.232
H 1.930 -1.329 -0.804
O -3.008 1.503 -3.458
H -3.078 2.315 -2.921
H -3.388 0.876 -2.853
O -3.395 2.385 0.008
H -3.564 2.640 0.928
H -3.076 1.462 0.143
O 0.194 -1.502 2.120
H 0.483 -0.672 1.732
H -0.775 -1.439 2.079



3.
53
Properties=species:S:1:pos:R:3 method="wB97M-V/def2-TZVPD" e_tot_ev=-37419.243 total_charge=-1 e_above_lowest_kj_mol=642.0 orbital_gap_ev=8.71 spin_multiplicity=1
O 0.284 0.903 -1.305
H -0.093 0.735 -3.015
H 0.612 -0.679 -0.565
O -3.119 4.383 2.317
H -3.321 3.927 1.482
O -3.152 3.037 -0.062
H -3.043 2.154 0.317
H -2.411 3.094 -0.669
O 3.883 2.770 -0.405
H -4.115 -1.960 -0.908
H 2.986 2.393 -0.533
O 2.957 -2.470 2.163
H 2.452 -3.287 2.176
H 2.333 -1.775 1.986
O -2.663 -2.047 -2.653
H -2.634 -1.101 -2.846
H -3.268 -2.058 -1.900
O -0.547 0.132 -3.667
H 4.479 -0.335 -2.564
H 0.255 -0.130 -4.132
O -3.750 1.692 -3.521
H 0.218 -0.006 1.730
H 5.157 0.885 -1.934
O -0.594 -2.419 4.715
H -1.499 -2.434 4.398
H -0.719 -3.139 5.352
O 3.812 -1.795 -1.542
H 3.214 -2.282 -2.100
H 4.393 -2.221 -0.916
O 5.112 0.378 -2.751
H -1.842 -0.506 1.569
H -2.840 1.403 -3.385
O -2.376 -0.581 0.764
H -1.790 -0.721 0.014
H 3.711 3.107 0.484
O 2.233 0.760 0.272
H -2.318 4.893 2.261
H 2.757 -0.007 0.011
O 0.617 -1.594 -0.178
H -3.952 1.087 -4.231
H 0.127 -1.960 -0.929
O -3.814 -2.659 -1.445
H -0.424 1.135 -0.696
H -4.327 -3.299 -1.916
O -0.356 0.137 2.476
H 1.426 0.788 -0.393
H -0.261 -0.407 3.248
O 1.628 2.299 2.383
H 1.560 1.624 1.701
H 1.283 3.124 2.037
O 0.127 -2.686 2.361
H 0.276 -2.119 1.589
H -0.772 -2.976 2.373